Formula: C28H42BrN2OSi3Ti
Source: OMol25
Level of theory: ωB97M-V/def2-TZVPD

Atoms and positions in Å:
Ti 0.09 -0.01 -0.58
C -5.73 0.81 -2.01
C -4.43 1.22 -1.39
C -4.39 2.26 -0.45
C -3.15 2.72 -0.01
C -2.03 2.08 -0.49
Br -0.27 2.73 -0.12
N -2.02 1.01 -1.30
C -3.24 0.62 -1.75
H -6.20 1.68 -2.46
H -6.41 0.43 -1.25
H -5.59 0.06 -2.78
H -5.29 2.74 -0.10
H -3.07 3.55 0.67
H -3.24 -0.19 -2.47
C 3.01 3.07 -0.16
Si 3.00 1.35 0.71
C 4.82 0.92 1.13
C 2.08 1.53 2.37
C 2.18 -0.02 -0.34
Si 2.60 0.04 -2.20
C 1.03 0.92 -2.94
C 2.64 -1.64 -3.13
C 4.20 0.96 -2.69
Si 2.34 -1.76 0.41
C 1.84 -2.00 2.24
C 4.03 -2.62 0.13
C 0.94 -2.66 -0.57
C 0.84 -4.03 -0.71
C -0.20 -4.61 -1.43
C -1.10 -3.76 -2.06
C -0.96 -2.40 -1.91
N 0.02 -1.84 -1.15
H 4.03 3.40 -0.35
H 2.54 3.82 0.46
H 2.49 3.07 -1.12
H 5.30 1.74 1.64
H 5.39 0.70 0.23
H 4.88 0.05 1.78
H 2.61 2.22 3.03
H 2.00 0.58 2.89
H 1.08 1.93 2.24
H 0.12 0.58 -2.40
H 0.89 0.68 -4.00
H 1.10 2.01 -2.86
H 1.65 -2.06 -3.28
H 3.23 -2.38 -2.60
H 3.10 -1.52 -4.11
H 4.39 1.82 -2.07
H 4.18 1.29 -3.72
H 5.06 0.29 -2.59
H 2.61 -1.62 2.90
H 1.73 -3.06 2.48
H 0.90 -1.51 2.49
H 4.82 -1.96 0.44
H 4.21 -2.86 -0.91
H 4.13 -3.54 0.70
H 1.60 -4.65 -0.26
H -0.28 -5.68 -1.53
H -1.91 -4.16 -2.66
H -1.64 -1.71 -2.41
C -2.68 -1.52 0.90
C -1.92 -0.34 1.43
O -0.72 -0.10 0.98
C -2.51 0.53 2.40
C -1.69 1.41 3.14
C -2.23 2.25 4.08
C -3.60 2.25 4.32
C -4.42 1.40 3.60
C -3.89 0.54 2.65
H -2.03 -2.17 0.31
H -3.51 -1.20 0.27
H -3.10 -2.11 1.71
H -0.62 1.36 2.98
H -1.59 2.90 4.66
H -4.03 2.91 5.06
H -5.49 1.39 3.79
H -4.55 -0.12 2.10

The charge is +1. The spin multiplicity is 3. The orbital gap (alpha / beta) comes out at 5.746 / 8.036 eV.